Formula: C23H22N2O3S
Source: the Open Molecules 2025 dataset
Level of theory: ωB97M-V/def2-TZVPD

```
! RIJCOSX wB97M-V def2-TZVPD def2/J DEFGRID3
* xyz 0 1
O -3.111 -1.812 1.811
C -3.009 -0.644 1.498
C -4.131 0.373 1.568
C -4.601 0.631 0.159
C -4.064 1.666 -0.596
C -4.473 1.864 -1.903
C -5.420 1.030 -2.470
C -5.957 -0.007 -1.725
C -5.547 -0.207 -0.419
N -1.844 -0.138 1.012
C -0.762 -0.939 0.745
S -0.821 -2.642 0.997
C 0.772 -2.785 0.348
C 1.326 -1.595 -0.019
C 2.609 -1.472 -0.717
C 2.750 -0.560 -1.761
C 3.957 -0.437 -2.424
C 5.037 -1.224 -2.059
C 4.901 -2.144 -1.033
C 3.696 -2.271 -0.367
C 0.447 -0.499 0.260
C 0.649 0.948 0.048
O -0.265 1.645 -0.391
N 1.844 1.494 0.378
C 2.813 0.921 1.290
C 4.180 1.530 0.997
O 4.212 2.925 1.229
C 2.951 3.552 1.092
C 2.086 2.886 0.032
H -4.936 -0.044 2.173
H -3.764 1.292 2.027
H -3.326 2.328 -0.165
H -4.047 2.672 -2.478
H -5.739 1.185 -3.490
H -6.695 -0.663 -2.162
H -5.959 -1.021 0.160
H -1.773 0.803 0.628
H 1.203 -3.759 0.226
H 1.904 0.041 -2.060
H 4.054 0.272 -3.233
H 5.980 -1.124 -2.576
H 5.738 -2.765 -0.750
H 3.595 -2.980 0.441
H 2.529 1.147 2.328
H 2.863 -0.158 1.177
H 4.448 1.316 -0.048
H 4.940 1.088 1.646
H 3.155 4.590 0.817
H 2.423 3.548 2.058
H 1.123 3.393 -0.057
H 2.594 2.932 -0.940
*
```

## Properties
max |F|: 0.68 eV/A
molecular weight: 406.5 g/mol
energy above the lowest of the compared OMol25 structures with the same formula, charge and spin: 0.0 kcal/mol

=====

Formula: C23H22N4
Source: the Open Molecules 2025 dataset
Level of theory: ωB97M-V/def2-TZVPD

```
! RIJCOSX wB97M-V def2-TZVPD def2/J DEFGRID3
* xyz 0 1
C 0.633 -3.471 -4.650
C 0.676 -3.080 -3.228
C 0.351 -1.812 -2.663
N 0.408 -1.998 -1.352
C 0.299 -0.873 -0.293
C -1.028 -0.843 0.523
C -1.638 -2.041 0.836
N -2.689 -1.802 1.708
C -3.595 -2.838 2.143
C -2.803 -0.448 1.983
C -3.786 0.127 2.814
C -3.635 1.482 3.168
C -2.523 2.168 2.656
C -1.559 1.554 1.798
C -1.710 0.226 1.337
C 0.894 0.538 -0.533
C 0.158 1.709 -0.766
N 1.026 2.810 -0.745
C 0.673 4.189 -1.064
C 2.314 2.400 -0.418
C 3.430 3.219 -0.151
C 4.536 2.603 0.479
C 4.492 1.226 0.793
C 3.364 0.415 0.479
C 2.254 0.981 -0.162
C 0.883 -3.287 -1.086
N 1.011 -3.971 -2.252
H 0.398 -2.644 -5.307
H 1.562 -3.890 -5.041
H -0.115 -4.232 -4.887
H 0.165 -0.866 -3.140
H 1.038 -1.404 0.359
H -1.393 -3.084 0.619
H -4.496 -2.454 2.637
H -3.919 -3.414 1.272
H -3.127 -3.549 2.837
H -4.658 -0.449 3.144
H -4.353 1.963 3.850
H -2.416 3.229 2.922
H -0.678 2.139 1.535
H -0.906 1.885 -0.907
H 1.556 4.839 -1.080
H 0.212 4.257 -2.052
H -0.041 4.617 -0.353
H 3.469 4.282 -0.453
H 5.430 3.190 0.731
H 5.362 0.752 1.282
H 3.321 -0.642 0.769
H 1.154 -3.708 -0.092
*
```

## Properties
max |F|: 3.41 eV/A
molecular weight: 354.5 g/mol
energy above the lowest of the compared OMol25 structures with the same formula, charge and spin: 59.3 kcal/mol

=====

Formula: C23H22N4O3Tl
Source: the Open Molecules 2025 dataset
Level of theory: ωB97M-V/def2-TZVPD

```
! RIJCOSX wB97M-V def2-TZVPD def2/J DEFGRID3
* xyz -1 1
Tl -1.264 -0.076 -0.243
O -0.783 1.846 1.202
C -0.609 3.101 1.109
C -0.110 3.824 2.245
C 0.041 5.183 2.247
C -0.281 5.945 1.111
C -0.731 5.288 -0.006
C -0.893 3.889 -0.059
C -1.292 3.354 -1.332
N -1.449 2.141 -1.703
C -1.724 1.935 -3.113
C -2.487 0.640 -3.366
N -1.733 -0.438 -2.804
C -1.625 -1.567 -3.368
C -0.833 -2.656 -2.839
C -1.076 -3.948 -3.317
C -0.371 -5.043 -2.871
C 0.638 -4.844 -1.921
C 0.926 -3.587 -1.451
C 0.211 -2.425 -1.876
O 0.548 -1.267 -1.436
H 0.134 3.237 3.122
H 0.419 5.679 3.135
H -0.170 7.022 1.115
H -0.965 5.861 -0.898
H -1.450 4.139 -2.090
H -0.768 1.862 -3.646
H -2.286 2.776 -3.544
H -2.662 0.526 -4.446
H -3.462 0.697 -2.865
H -2.143 -1.763 -4.323
H -1.863 -4.083 -4.055
H -0.591 -6.035 -3.245
H 1.200 -5.697 -1.555
H 1.708 -3.437 -0.716
C -2.857 -1.266 0.691
H -3.294 -1.708 -0.222
H -3.555 -0.459 0.977
N 4.601 -2.175 4.231
C 3.436 -1.544 4.551
O 3.149 -1.296 5.707
C 2.542 -1.185 3.404
C 1.214 -0.884 3.680
C 0.361 -0.585 2.630
N 0.769 -0.567 1.364
C 2.039 -0.834 1.092
C 2.962 -1.148 2.078
H 5.175 -2.500 4.988
H 4.786 -2.521 3.308
H 0.866 -0.893 4.703
H -0.688 -0.364 2.785
H 2.302 -0.812 0.041
H 3.990 -1.337 1.796
*
```

## Properties
max |F|: 0.36 eV/A
molecular weight: 606.8 g/mol

=====

Formula: C23H23AsCaN4O8S3
Source: the Open Molecules 2025 dataset
Level of theory: ωB97M-V/def2-TZVPD

```
! RIJCOSX wB97M-V def2-TZVPD def2/J DEFGRID3
* xyz -2 1
Ca -0.102 0.754 1.305
O 0.452 -3.643 3.224
As -0.555 -2.123 3.414
O -0.785 -1.874 5.004
O 0.343 -1.160 2.413
C -2.186 -2.836 2.606
C -2.465 -4.148 2.987
C -3.584 -4.815 2.513
C -4.453 -4.163 1.651
C -4.205 -2.849 1.290
C -3.081 -2.180 1.762
S -2.872 -0.484 1.197
O -2.293 0.244 2.341
O -4.193 -0.060 0.810
O -1.888 -0.578 0.122
H 1.230 -3.287 2.771
H -1.798 -4.648 3.679
H -3.778 -5.836 2.821
H -5.329 -4.672 1.268
H -4.883 -2.310 0.643
N 1.463 -0.036 -0.406
C 2.889 0.310 -0.305
C 3.327 0.538 1.142
C 2.875 1.912 1.682
O 3.732 2.794 1.790
O 1.636 2.016 1.960
H 1.336 -1.044 -0.417
H 1.016 0.334 -1.240
H 3.066 1.218 -0.885
H 3.506 -0.479 -0.750
H 4.416 0.496 1.203
H 2.905 -0.261 1.761
C -0.552 -1.483 -3.061
C -0.293 -0.088 -3.559
C 0.049 0.147 -4.916
C 0.341 1.418 -5.306
C 0.271 2.486 -4.378
C 0.569 3.818 -4.741
C 0.465 4.793 -3.782
C 0.049 4.494 -2.478
C -0.281 3.206 -2.061
S -0.926 2.937 -0.481
C -0.121 2.168 -3.054
N -0.366 0.882 -2.688
H -1.206 -2.032 -3.744
H -1.014 -1.440 -2.075
H 0.382 -2.048 -2.989
H 0.091 -0.682 -5.613
H 0.628 1.635 -6.331
H 0.877 4.042 -5.756
H 0.700 5.823 -4.032
H -0.040 5.289 -1.750
S 0.281 -4.312 -0.937
C 0.494 -5.685 -0.046
N 0.261 -5.652 1.320
C 0.415 -6.699 2.136
C 0.779 -7.906 1.622
C 1.010 -7.921 0.228
N 0.891 -6.897 -0.569
H 0.072 -4.740 1.756
H 0.241 -6.496 3.185
H 0.908 -8.779 2.241
H 1.325 -8.849 -0.245
*
```

## Properties
max |F|: 0.59 eV/A
molecular weight: 694.7 g/mol
energy above the lowest of the compared OMol25 structures with the same formula, charge and spin: 2.8 kcal/mol

=====

no.,Kohn-Sham gap (Eh)
1,0.3219
2,0.3125
3,0.2311
4,0.1970